[1]
Density functional theory data (the ωB97M-V functional and the def2-TZVPD basis) for a cluster of 2 separate species, C5H7NO in total in a non-equilibrium geometry.

Geometry as XYZ:
```
14
Properties=species:S:1:pos:R:3:forces:R:3:nbo_charge:R:1
C 0.182095 1.343128 -0.699573 -4.00 1.09 -0.33 -0.0314
N 1.001662 1.766431 -1.494568 2.63 -0.85 -0.59 -0.2941
C 1.063005 0.337990 -0.393714 1.97 1.64 0.38 0.3162
C 2.291935 -0.029380 0.211627 1.98 0.45 1.11 -0.1168
O 1.536505 -0.869862 -0.634325 -1.13 -2.09 -1.69 -0.4259
H -0.855746 1.626605 -0.644627 -0.58 -0.20 0.84 0.1793
H 3.230635 0.279471 -0.229593 -0.04 0.30 -0.20 0.1920
H 2.440864 -0.367539 1.226523 -0.53 -0.07 0.30 0.1824
C -2.159882 -0.571265 -0.097055 -2.53 0.98 -2.61 -0.3862
C -1.353737 -0.896460 0.822572 1.98 -1.59 2.85 -0.3871
H -3.038519 0.012509 0.076248 -0.43 0.38 0.25 0.1909
H -2.043219 -0.863127 -1.118095 0.27 -0.24 -0.55 0.1931
H -1.517134 -0.676103 1.854885 -0.17 0.45 0.53 0.1911
H -0.529513 -1.554420 0.661881 0.58 -0.25 -0.30 0.1964
```
Positions in Å, forces in eV/Å.

Computed properties:
Gap between HOMO and LUMO   10.0 eV
Energy above the lowest of the compared OMol25 structures with the same formula, charge and spin   142.4 kcal/mol
HOMO level   -8.9688 eV
E_LUMO   1.014 eV
Structure (SMILES)   C1=N[C@@]12CO2.C=C
Multiplicity   1
DFT total energy   -8830.0275 eV
Max |F|   4.2 eV Å⁻¹

***

[2]
Density functional theory data (the ωB97M-V functional and the def2-TZVPD basis) for an isolated molecule of C2H6N3P in a non-equilibrium geometry.

Geometry as XYZ:
```
12
Properties=species:S:1:pos:R:3:forces:R:3:nbo_charge:R:1
C 0.687529 0.830065 -0.408569 0.00 -0.36 0.10 0.1697
C 1.845620 -0.132275 -0.102063 0.00 1.29 -0.23 -0.3534
N -0.553365 0.590547 -0.437163 0.31 0.75 -0.13 -0.8285
N 1.657206 -1.436399 0.253895 -0.66 -1.20 0.24 -0.5554
N -2.771030 0.105551 0.584861 -0.23 -0.09 0.08 -1.1576
P -1.632326 -0.592864 -0.422458 0.08 -0.69 0.26 1.0020
H 1.017933 1.819071 -0.702775 0.17 0.25 0.03 0.1748
H 2.340248 -0.008073 -1.094740 0.21 -0.21 0.09 0.2346
H 2.483434 0.368221 0.639315 0.03 0.15 -0.22 0.2061
H 1.042577 -1.919699 -0.402534 0.01 0.09 -0.13 0.3045
H -2.509298 0.783616 1.282880 0.04 0.05 -0.03 0.4042
H -3.608530 -0.407758 0.809347 0.04 -0.04 -0.06 0.3991
```
Positions in Å, forces in eV/Å.

Computed properties:
Gap between HOMO and LUMO (alpha / beta)   6.0 / 8.9 eV
Energy above the lowest of the compared OMol25 structures with the same formula, charge and spin   58.3 kcal/mol
HOMO level (alpha / beta)   -6.4952 / -8.9310 eV
E_LUMO (alpha / beta)   -0.519 / -0.070 eV
Multiplicity   1
DFT total energy   -15927.3802 eV
Max |F|   1.4 eV Å⁻¹